Entry 1:
Computed, not measured: C28H51BCrN4O2P2 as an isolated structure, with the ωB97M-V functional and the def2-TZVPD basis.

The geometry in ORCA input format:
```
! RIJCOSX wB97M-V def2-TZVPD def2/J DEFGRID3
* xyz 1 2
Cr -0.456 0.306 0.405
C 0.249 -4.215 2.828
C -0.369 -2.825 2.677
C 0.377 -1.849 3.593
C -1.845 -2.833 3.085
P -0.226 -2.101 0.946
C 1.522 -2.532 0.441
N 1.897 -1.507 -0.504
B 1.230 -0.247 -0.580
N 1.848 0.450 -1.661
C 1.428 1.761 -2.105
P -0.263 2.028 -1.340
C -1.445 1.800 -2.790
C -2.868 2.123 -2.318
C -1.372 0.302 -3.111
C -1.113 2.595 -4.052
C -0.248 3.807 -0.728
C 0.014 4.839 -1.823
C 0.881 3.871 0.309
C -1.579 4.091 -0.015
C 2.828 -0.360 -2.226
C 3.674 -0.158 -3.305
C 4.537 -1.185 -3.661
C 4.558 -2.387 -2.956
C 3.723 -2.597 -1.868
C 2.859 -1.577 -1.503
C -1.276 -3.093 -0.270
C -1.358 -4.588 0.033
C -2.678 -2.467 -0.260
C -0.656 -2.936 -1.669
H 0.223 -4.491 3.885
H -0.297 -4.976 2.275
H 1.294 -4.237 2.515
H 0.359 -2.226 4.618
H 1.423 -1.722 3.303
H -0.105 -0.875 3.581
H -1.928 -3.066 4.149
H -2.304 -1.855 2.915
H -2.415 -3.585 2.542
H 2.168 -2.517 1.323
H 1.571 -3.533 0.007
H 2.119 2.537 -1.768
H 1.380 1.816 -3.193
H -3.050 1.756 -1.304
H -3.064 3.194 -2.343
H -3.589 1.643 -2.983
H -1.739 -0.284 -2.264
H -2.012 0.079 -3.967
H -0.358 -0.021 -3.359
H -1.192 3.669 -3.901
H -0.119 2.373 -4.438
H -1.828 2.317 -4.830
H 0.863 4.560 -2.451
H -0.857 4.988 -2.457
H 0.246 5.801 -1.359
H 1.867 3.780 -0.148
H 0.848 4.838 0.817
H 0.774 3.090 1.061
H -2.371 4.334 -0.721
H -1.915 3.244 0.587
H -1.459 4.949 0.650
H 3.667 0.773 -3.858
H 5.207 -1.048 -4.499
H 5.240 -3.169 -3.261
H 3.747 -3.532 -1.322
H -1.909 -4.804 0.946
H -1.883 -5.079 -0.790
H -0.366 -5.038 0.104
H -3.208 -2.675 0.669
H -2.637 -1.379 -0.374
H -3.274 -2.870 -1.081
H 0.221 -3.573 -1.795
H -1.389 -3.236 -2.420
H -0.355 -1.912 -1.878
C 1.131 1.841 4.515
C 0.478 1.439 3.235
N 1.082 0.981 2.199
O 2.436 0.838 2.354
C -0.973 1.501 3.041
C -1.971 2.047 4.008
N -1.247 1.004 1.899
O -2.340 0.891 1.226
H 2.187 2.034 4.351
H 1.036 1.036 5.247
H 0.655 2.731 4.923
H 2.732 0.547 1.484
H -1.906 1.522 4.961
H -2.972 1.924 3.601
H -1.800 3.109 4.196
*
```

Output
* LUMO (alpha / beta): -3.00 / -2.73 eV
* <S²>: 0.77
* energy above the lowest of the compared OMol25 structures with the same formula, charge and spin: 0.0000 eV
* orbital gap (alpha / beta): 7.52 / 7.82 eV

***

Entry 2:
Computed, not measured: C61H45N11O3RuS2 as an isolated structure, with the ωB97M-V functional and the def2-TZVPD basis.

The geometry in ORCA input format:
```
! RIJCOSX wB97M-V def2-TZVPD def2/J DEFGRID3
* xyz -1 2
Ru -0.193 -0.586 0.242
O -0.020 -0.984 2.365
C 0.291 -2.130 3.012
C 0.609 -3.324 2.034
C -0.585 -3.701 1.223
C -1.235 -4.922 1.404
C -2.348 -5.217 0.640
C -2.831 -4.267 -0.241
C -2.151 -3.059 -0.366
C -2.684 -1.949 -1.205
C -3.357 -0.899 -0.247
O -2.452 -0.461 0.649
C -4.603 -1.487 0.439
C -4.878 -1.087 1.739
C -6.044 -1.470 2.373
C -6.959 -2.268 1.710
C -6.698 -2.669 0.411
C -5.535 -2.273 -0.225
C -3.986 0.284 -1.018
C -4.250 1.424 -0.264
C -4.877 2.522 -0.818
C -5.260 2.499 -2.148
C -4.999 1.375 -2.910
C -4.365 0.274 -2.353
N -1.032 -2.833 0.317
C 1.488 -1.825 3.923
C 1.285 -0.841 4.887
C 2.307 -0.445 5.728
C 3.556 -1.035 5.619
C 3.770 -2.007 4.659
C 2.746 -2.397 3.810
C -0.872 -2.657 3.861
C -0.668 -3.577 4.880
C -1.750 -4.136 5.537
C -3.040 -3.792 5.172
C -3.244 -2.865 4.167
C -2.164 -2.290 3.521
H 0.954 -4.178 2.615
H 1.402 -2.978 1.369
H -0.858 -5.634 2.121
H -2.837 -6.178 0.732
H -3.710 -4.458 -0.836
H -3.379 -2.340 -1.945
H -1.853 -1.420 -1.688
H -4.153 -0.468 2.245
H -6.243 -1.141 3.384
H -7.872 -2.572 2.202
H -7.413 -3.287 -0.116
H -5.367 -2.568 -1.251
H -3.929 1.441 0.767
H -5.067 3.404 -0.219
H -5.750 3.357 -2.586
H -5.295 1.350 -3.950
H -4.168 -0.582 -2.980
H 0.313 -0.372 4.953
H 2.133 0.324 6.470
H 4.361 -0.733 6.275
H 4.743 -2.468 4.563
H 2.956 -3.143 3.058
H 0.336 -3.870 5.155
H -1.592 -4.858 6.327
H -3.886 -4.255 5.663
H -4.248 -2.605 3.865
H -2.294 -1.570 2.725
C -1.831 4.755 -0.043
N -1.698 3.421 -0.550
C -1.094 2.370 0.017
N -1.000 1.393 -0.862
C -1.576 1.898 -1.970
N -1.993 3.129 -1.821
C -0.487 5.454 -0.023
C -0.277 6.572 0.778
C 0.966 7.195 0.782
C 2.008 6.698 0.029
C 1.807 5.567 -0.770
C 0.545 4.974 -0.807
C 2.891 4.982 -1.507
N 4.121 5.419 -1.581
N 4.815 4.546 -2.308
C 3.998 3.589 -2.666
O 2.741 3.817 -2.197
C 4.334 2.417 -3.428
C 5.668 2.158 -3.754
C 5.989 1.007 -4.441
C 4.994 0.124 -4.844
C 3.658 0.386 -4.556
C 2.583 -0.514 -5.130
N 1.591 -0.993 -4.200
C 0.690 -0.339 -3.450
N -0.042 -1.190 -2.768
C 0.450 -2.393 -3.145
N 1.422 -2.310 -4.019
C 3.338 1.527 -3.839
H -2.263 4.725 0.963
H -2.521 5.278 -0.714
H -0.726 2.339 1.027
H -1.693 1.355 -2.884
H -1.074 6.955 1.400
H 1.120 8.069 1.399
H 2.983 7.157 0.046
H 0.401 4.121 -1.450
H 6.423 2.864 -3.448
H 7.020 0.778 -4.660
H 5.262 -0.769 -5.390
H 3.038 -1.413 -5.555
H 2.070 0.032 -5.933
H 0.569 0.723 -3.435
H 0.077 -3.322 -2.771
H 2.318 1.757 -3.582
S 1.833 1.211 0.397
C 3.251 0.511 -0.276
C 4.408 1.291 -0.337
C 5.579 0.801 -0.892
C 6.749 1.581 -0.897
N 7.722 2.189 -0.868
C 5.601 -0.508 -1.432
C 4.466 -1.300 -1.343
C 3.297 -0.822 -0.757
S 1.967 -1.913 -0.630
C 6.746 -1.009 -2.070
N 7.657 -1.441 -2.622
H 4.379 2.292 0.070
H 4.473 -2.311 -1.724
*
```

Output
* LUMO (alpha / beta): 1.57 / 1.60 eV
* <S²>: 0.80
* energy above the lowest of the compared OMol25 structures with the same formula, charge and spin: 3.3383 eV
* orbital gap (alpha / beta): 6.25 / 6.29 eV

***

Entry 3:
Computed, not measured: a 3-piece molecular cluster, C4H11NO2 overall, with the ωB97M-V functional and the def2-TZVPD basis.

The geometry in ORCA input format:
```
! RIJCOSX wB97M-V def2-TZVPD def2/J DEFGRID3
* xyz 0 1
C 1.600 0.174 0.089
C 0.089 -1.302 0.183
N 1.412 1.136 1.016
O 2.692 -0.616 0.167
H 3.056 -0.642 1.061
H 1.403 0.475 -0.934
H 0.473 1.610 0.883
H 1.568 0.849 1.976
H -0.887 -1.761 0.334
H 0.471 -1.599 -0.792
H 0.606 -1.847 0.978
C -1.851 0.420 -1.349
C -1.540 0.486 0.127
O -1.103 1.533 0.645
H -2.166 -0.166 0.754
H -2.046 -0.602 -1.671
H -1.025 0.835 -1.932
H -2.751 1.016 -1.534
*
```

Output
* LUMO: 0.73 eV
* energy above the lowest of the compared OMol25 structures with the same formula, charge and spin: 4.2960 eV
* orbital gap: 8.75 eV

***

Entry 4:
Computed, not measured: C37H78N10O15S2 as an isolated structure, with the ωB97M-V functional and the def2-TZVPD basis.

The geometry in ORCA input format:
```
! RIJCOSX wB97M-V def2-TZVPD def2/J DEFGRID3
* xyz 0 1
C 4.577 4.305 3.692
O 3.839 3.468 4.177
N 4.739 4.558 2.372
C 5.691 5.605 1.952
C 4.170 3.706 1.366
H 5.234 4.992 4.291
H 6.556 5.164 1.421
H 6.086 6.098 2.823
H 5.181 6.245 1.243
H 3.542 2.885 1.747
H 3.649 4.410 0.680
H 4.915 3.217 0.740
C -1.160 -4.006 -2.149
O -1.636 -2.883 -1.968
N -1.939 -5.158 -2.077
C -3.347 -5.005 -1.928
C -1.403 -6.446 -2.379
H -0.092 -4.242 -2.320
H -3.866 -5.310 -2.835
H -3.562 -3.915 -1.832
H -3.695 -5.555 -1.011
H -0.371 -6.438 -2.751
H -1.462 -7.039 -1.459
H -1.963 -6.842 -3.215
C -4.450 -2.358 3.039
O -3.770 -1.371 2.768
N -4.340 -3.591 2.492
C -5.257 -4.665 2.701
C -3.230 -3.806 1.575
H -5.172 -2.294 3.852
H -5.720 -5.058 1.790
H -6.091 -4.279 3.292
H -4.823 -5.554 3.197
H -2.344 -3.253 1.930
H -3.039 -4.882 1.504
H -3.395 -3.421 0.556
C 0.828 -2.212 -4.290
O 1.808 -2.724 -3.773
N 0.009 -2.758 -5.194
C -1.227 -2.170 -5.593
C 0.303 -4.162 -5.644
H 0.478 -1.209 -3.985
H -1.364 -2.254 -6.681
H -1.305 -1.104 -5.321
H -2.076 -2.762 -5.202
H -0.495 -4.794 -5.206
H 0.319 -4.217 -6.736
H 1.273 -4.493 -5.284
C -1.130 5.962 0.797
O -1.829 5.197 1.420
N 0.082 6.361 1.195
C 0.926 7.275 0.441
C 0.624 5.728 2.395
H -1.547 6.598 0.003
H 0.393 7.734 -0.393
H 1.796 6.768 0.048
H 1.248 8.137 1.085
H 1.508 6.310 2.638
H -0.075 5.819 3.223
H 0.951 4.712 2.283
C 4.266 -0.383 4.954
O 4.620 -0.924 5.960
N 3.226 -0.831 4.121
C 2.918 -0.169 2.906
C 2.622 -2.117 4.427
H 4.732 0.531 4.545
H 3.151 -0.914 2.124
H 3.475 0.753 2.707
H 1.862 0.127 2.991
H 2.837 -2.447 5.446
H 1.540 -1.988 4.259
H 3.088 -2.835 3.752
C -2.143 2.416 6.108
O -1.565 3.164 6.877
N -2.024 2.264 4.807
C -2.777 1.281 4.099
C -0.920 2.907 4.061
H -3.004 1.862 6.543
H -3.372 1.734 3.282
H -3.535 0.745 4.670
H -2.118 0.598 3.539
H -0.404 3.636 4.683
H -0.206 2.147 3.688
H -1.285 3.418 3.152
C 0.004 4.195 -2.863
C -0.473 4.725 -4.231
C -1.237 3.655 -4.991
C -0.458 2.446 -5.203
N 0.160 1.467 -5.260
H -0.827 3.743 -2.285
H 0.511 4.947 -2.255
H 0.751 3.403 -3.009
H 0.393 5.076 -4.763
H -1.119 5.583 -4.212
H -1.458 4.100 -5.971
H -2.195 3.474 -4.485
C 0.191 -5.425 1.937
C 1.048 -6.106 0.885
C 1.985 -5.153 0.187
C 3.019 -4.754 1.133
N 3.804 -4.641 1.964
H 0.757 -5.202 2.849
H -0.611 -6.103 2.266
H -0.174 -4.451 1.570
H 0.374 -6.393 0.069
H 1.571 -7.013 1.142
H 1.402 -4.289 -0.155
H 2.472 -5.582 -0.702
C -3.273 0.216 -2.774
C -3.922 0.626 -1.468
C -4.744 -0.470 -0.778
C -5.981 -0.760 -1.490
N -6.988 -0.913 -2.073
H -2.367 0.783 -2.980
H -3.956 0.201 -3.617
H -2.966 -0.835 -2.716
H -4.541 1.511 -1.673
H -3.241 0.928 -0.680
H -4.911 -0.168 0.258
H -4.134 -1.379 -0.708
C 0.654 -0.737 -0.523
C -0.605 -0.821 0.332
O -0.458 0.185 1.217
S -0.009 1.495 0.416
O 0.820 2.259 1.232
O -1.112 2.138 -0.146
O 0.698 0.660 -0.697
H 0.529 -1.149 -1.514
H 1.534 -1.145 -0.028
H -0.640 -1.784 0.849
H -1.472 -0.710 -0.320
C 3.803 2.321 -3.103
C 3.126 1.010 -3.451
O 3.988 0.085 -2.823
S 4.602 0.584 -1.506
O 5.961 0.363 -1.444
O 3.831 0.095 -0.473
O 4.167 2.120 -1.765
H 3.194 3.247 -3.179
H 4.757 2.571 -3.612
H 3.124 0.809 -4.511
H 2.110 0.961 -3.073
*
```

Output
* LUMO: 0.02 eV
* orbital gap: 8.19 eV

***

Entry 5:
Computed, not measured: C49H56N3O4P2SbTi as an isolated structure, with the ωB97M-V functional and the def2-TZVPD basis.

The geometry in ORCA input format:
```
! RIJCOSX wB97M-V def2-TZVPD def2/J DEFGRID3
* xyz 2 1
Ti 0.516 -0.291 -0.087
O 1.307 -1.721 0.718
C 1.706 -2.984 0.500
C 2.247 -3.733 1.535
C 2.634 -5.044 1.297
C 2.507 -5.612 0.037
C 1.996 -4.855 -1.000
C 1.588 -3.536 -0.784
C 1.094 -2.761 -1.891
N 0.617 -1.570 -1.795
N 0.248 -0.996 -3.006
C -0.207 0.195 -2.785
O -0.273 0.672 -1.558
C -0.616 1.072 -3.892
C -0.737 0.551 -5.180
C -1.118 1.375 -6.225
C -1.374 2.721 -5.993
C -1.251 3.243 -4.713
C -0.877 2.420 -3.663
H 2.362 -3.296 2.518
H 3.050 -5.627 2.109
H 2.812 -6.635 -0.133
H 1.898 -5.280 -1.992
H 1.139 -3.202 -2.883
H -0.539 -0.498 -5.352
H -1.220 0.969 -7.222
H -1.669 3.362 -6.813
H -1.448 4.292 -4.533
H -0.780 2.824 -2.665
C -2.065 -2.221 2.895
C -0.652 -1.681 3.122
P -0.369 0.013 2.471
C 1.036 0.592 3.481
C 2.250 -0.096 3.412
C 3.324 0.296 4.196
C 3.201 1.379 5.057
C 2.006 2.076 5.119
C 0.930 1.691 4.332
C -1.805 0.947 3.030
C -2.188 0.898 4.374
C -3.310 1.585 4.801
C -4.065 2.318 3.892
C -3.703 2.354 2.554
C -2.578 1.662 2.126
C -2.757 -1.852 1.580
P -1.861 -1.706 -0.028
C -1.688 -3.411 -0.639
C -1.433 -4.456 0.247
C -1.259 -5.751 -0.218
C -1.350 -6.019 -1.576
C -1.611 -4.986 -2.467
C -1.769 -3.689 -2.004
C -3.197 -1.001 -1.034
C -4.186 -1.820 -1.584
C -5.248 -1.262 -2.275
C -5.344 0.116 -2.419
C -4.379 0.939 -1.859
C -3.313 0.382 -1.168
H -2.713 -1.851 3.693
H -2.039 -3.302 3.026
H 0.106 -2.312 2.656
H -0.435 -1.671 4.193
H 2.366 -0.931 2.734
H 4.256 -0.250 4.137
H 4.036 1.677 5.676
H 1.904 2.922 5.787
H -0.003 2.234 4.410
H -1.601 0.336 5.091
H -3.599 1.551 5.843
H -4.944 2.851 4.229
H -4.300 2.906 1.840
H -2.321 1.657 1.075
H -3.208 -0.858 1.675
H -3.594 -2.532 1.404
H -1.372 -4.275 1.309
H -1.063 -6.552 0.483
H -1.228 -7.030 -1.941
H -1.705 -5.193 -3.525
H -1.975 -2.891 -2.710
H -4.132 -2.896 -1.478
H -6.004 -1.907 -2.703
H -6.173 0.546 -2.965
H -4.450 2.014 -1.964
H -2.553 1.029 -0.751
C 2.996 3.966 2.485
C 1.569 4.057 1.966
Sb 1.014 2.703 0.398
C -0.824 3.713 -0.087
C -0.671 5.042 -0.821
C 2.265 3.324 -1.229
C 3.762 3.161 -1.005
H 3.109 4.562 3.392
H 3.711 4.352 1.762
H 3.279 2.940 2.731
H 1.352 5.050 1.566
H 0.852 3.879 2.768
H -1.307 3.870 0.875
H -1.454 3.025 -0.657
H -0.188 5.795 -0.198
H -1.646 5.441 -1.107
H -0.084 4.944 -1.736
H 2.034 4.370 -1.434
H 1.921 2.747 -2.091
H 4.139 3.855 -0.257
H 4.311 3.368 -1.927
H 4.022 2.159 -0.657
N 5.427 -0.845 -2.376
C 4.119 -0.119 -2.440
C 3.450 -0.397 -1.077
O 4.049 -1.150 -0.320
O 2.347 0.203 -0.921
H 6.232 -0.221 -2.406
H 5.539 -1.545 -3.108
H 5.381 -1.313 -1.434
H 3.515 -0.507 -3.257
H 4.291 0.942 -2.588
*
```

Output
* LUMO: -5.56 eV
* orbital gap: 7.10 eV